1.
71
Properties=species:S:1:pos:R:3 method="wB97M-V/def2-TZVPD" total_charge=+1 homo_ev=-12.0578 orbital_gap_ev=10.041 fmax_ev_per_a=3.9
H -1.36 2.47 -1.97
H -0.85 -5.53 -5.04
C 0.00 0.18 1.56
C 0.44 5.27 -0.05
C -1.13 2.01 0.21
H -0.02 -1.70 0.44
N -1.26 0.90 1.21
H -0.68 1.99 4.59
H 2.78 -3.20 -2.08
H -1.88 0.20 0.77
H 4.40 -3.50 -2.71
H -3.69 2.56 -0.69
H 0.34 5.17 -1.16
C 1.76 -2.82 1.77
H 2.69 -3.29 -4.57
H -0.16 0.43 -2.17
C -2.06 -0.24 -3.04
H 1.54 -3.86 2.11
H -1.91 -4.98 -3.71
H -1.38 -0.96 -3.60
C 0.75 6.61 1.96
C -0.92 -5.34 -3.97
O 1.57 -4.92 -3.90
C -0.16 -1.42 1.52
N 0.58 4.09 2.07
H 3.41 -1.38 2.19
Cl -3.83 1.59 2.01
H 0.86 5.34 3.72
H -1.77 2.86 0.59
O 1.41 1.88 0.56
O 0.82 -1.93 2.40
H 1.84 -2.71 0.66
H -3.01 0.52 4.16
C 2.81 -4.21 -3.99
C -2.04 1.39 2.40
H -3.65 1.86 -2.35
H -2.38 0.60 -3.71
C 1.20 0.47 0.55
H -0.12 0.23 4.87
H -1.70 2.40 2.74
C -1.69 1.68 -1.23
O 0.20 -3.90 -2.11
C -1.23 0.30 -1.82
H -3.72 0.77 -0.87
C 0.72 5.32 2.60
H -1.51 0.92 5.78
C -0.98 0.94 4.79
H 3.96 -3.01 1.72
C -3.28 1.71 -1.31
C 0.32 2.64 0.06
H 3.50 -4.85 -4.54
H -1.86 -0.63 3.45
H 3.32 -2.78 3.41
C -2.01 0.45 3.66
C 3.19 -2.47 2.35
H 0.53 2.82 -1.04
H 0.91 7.56 2.52
H 0.43 0.46 2.55
H 2.10 0.00 1.02
H 1.07 0.01 -0.46
H -1.21 -0.53 -1.05
H 3.44 -4.82 -2.02
H -0.70 -6.25 -3.40
S 0.25 -4.09 -3.53
H -1.21 -1.74 1.78
H 0.61 7.54 -0.12
C 0.59 6.62 0.50
H -2.92 -0.85 -2.67
C 0.44 4.06 0.72
C 3.39 -3.92 -2.62
O 0.11 -2.99 -4.44

---

2.
74
Properties=species:S:1:pos:R:3 method="wB97M-V/def2-TZVPD" total_charge=+2 spin_multiplicity=2 homo_ev="-12.8751 / -12.8648" orbital_gap_ev="6.954 / 6.989" fmax_ev_per_a=0.2
H -0.33 -2.79 -3.45
H 0.85 3.23 -0.15
H -1.64 -3.84 1.00
C -1.61 3.47 3.57
H -2.50 3.58 4.18
H 2.03 -1.13 -2.89
H -1.69 -2.28 3.28
O 1.37 -0.65 -0.25
N 1.73 0.93 1.36
H -3.69 -0.96 2.26
C -0.11 1.75 2.28
H -3.14 -0.59 -1.57
C -1.08 0.96 -3.51
H -4.29 -1.47 -0.56
H -3.06 0.31 0.56
H 0.20 -3.43 2.48
H 4.13 1.57 1.52
Cr -0.53 -0.35 -0.02
H -1.83 -1.94 -3.85
C 4.53 0.72 0.99
C -0.69 2.21 -2.73
C -0.75 -1.84 -3.77
H 1.18 -2.72 1.20
C -0.37 3.25 4.41
N -1.06 -2.50 -0.53
H 1.92 0.59 -2.55
H 1.54 -0.02 -4.18
C 4.14 -1.29 -0.31
P -1.07 2.00 -0.95
N -0.36 -1.48 1.83
H 2.43 -1.88 -0.82
N -2.62 -0.60 0.45
H -2.97 -3.40 -0.46
H -2.53 -2.83 -2.04
C -2.85 -1.38 1.71
H -0.55 2.55 5.21
C -0.21 3.45 -0.27
C 5.89 0.52 0.90
O 3.34 -2.21 -0.90
H -0.77 1.01 -4.55
H -0.01 4.19 4.83
H -0.35 -1.63 -4.76
H -3.15 -2.39 1.42
H -1.20 3.10 -3.09
H -0.48 -2.73 -1.32
C 5.51 -1.49 -0.39
P -0.29 -0.45 -2.67
H -0.33 4.28 -0.97
H -0.62 3.75 0.69
S 0.96 2.61 3.34
H 0.35 -1.00 2.37
H -2.17 0.82 -3.50
H -1.58 -0.53 3.22
S -1.82 1.98 2.54
H 6.57 1.22 1.36
C -2.84 2.44 -0.93
H -2.97 3.44 -1.37
H -1.51 4.34 2.92
C -1.62 -1.43 2.61
C 6.38 -0.59 0.21
H 7.44 -0.76 0.14
C 2.19 0.06 0.51
C 3.63 -0.17 0.38
H -3.24 2.46 0.08
C 0.16 -2.83 1.57
N 0.34 0.99 1.34
H -0.23 -4.36 0.11
C -0.72 -3.49 0.54
C 1.47 -0.23 -3.11
H 5.88 -2.35 -0.92
C -3.22 -1.27 -0.72
H 0.39 2.39 -2.82
C -2.48 -2.58 -0.98
H -3.42 1.74 -1.53

---

3.
88
Properties=species:S:1:pos:R:3 method="wB97M-V/def2-TZVPD" total_charge=-1 homo_ev=-4.8269 orbital_gap_ev=6.276 fmax_ev_per_a=2.3
H -2.06 0.79 0.42
C 0.76 -0.91 -1.34
C -2.46 0.78 -0.60
H -0.40 -1.53 6.24
H -2.70 6.66 -5.75
C -0.10 -1.78 4.10
O 7.87 1.02 -4.31
O -3.20 2.81 -4.20
O -4.93 4.57 -4.41
C 0.88 0.68 0.68
C 1.60 -2.08 -0.87
H -0.42 -2.79 -2.90
C -2.22 -3.92 -2.73
N -0.65 -0.91 -0.99
C 0.67 2.17 8.47
H 1.63 -3.97 0.01
C -2.79 2.21 -1.06
H 4.88 -0.20 -4.29
H 1.15 1.26 -1.27
O -1.45 -4.75 3.85
H 2.79 2.31 7.96
H -1.92 -0.07 -2.50
S 7.21 1.05 -3.05
N -4.21 2.59 -0.91
H 1.12 -2.64 1.17
C 1.40 0.37 -0.69
C -1.68 -2.75 0.37
H 5.39 -1.76 -2.50
C -3.09 -4.72 -1.76
C 0.13 -2.16 5.54
H 2.51 -2.21 -1.44
C 1.09 -0.69 -2.88
H -2.44 -1.87 -1.35
O -0.28 0.55 5.83
H -0.78 1.03 -1.84
C -1.44 -2.16 -1.04
H -3.79 -4.05 -1.26
O -2.73 5.11 -3.48
C 5.61 -0.72 -2.32
H 5.39 -0.47 -1.28
O 0.49 1.74 1.02
S -0.03 1.92 6.10
C -1.01 -3.21 -2.09
H -3.71 -5.44 -2.29
H -1.28 6.58 -3.76
O -0.47 2.24 7.61
O -0.52 2.95 5.27
H 0.53 -0.97 3.77
H -0.78 4.91 -4.12
H -1.85 -4.58 -3.52
O 0.90 0.45 -3.38
H 1.83 3.74 7.52
C -1.60 5.63 -4.20
O -2.91 4.62 -5.83
H -2.14 2.93 -0.57
H 0.52 2.79 9.35
H -2.82 -3.13 -3.19
H -1.15 -1.53 3.91
H -2.52 -5.23 -0.99
H -0.41 -3.97 -1.58
H 0.82 1.14 8.78
H -4.73 2.11 -1.63
C 4.88 0.20 -3.28
F 0.86 -0.30 1.61
O 5.67 1.41 -3.27
H -4.55 2.29 -0.01
O -0.34 -3.52 5.65
H -2.59 2.28 -2.13
S -3.58 4.15 -4.44
O 7.00 -0.45 -2.56
S -0.18 -4.26 4.24
H -1.02 -2.30 1.10
C 1.82 2.66 7.61
H -2.72 -2.62 0.67
O 7.71 1.84 -1.98
O 0.21 -2.99 3.37
O 0.95 -5.13 4.30
C -1.42 0.19 -1.56
H 1.20 -2.15 5.79
C 1.41 -2.91 0.17
H -3.39 0.19 -0.61
H -1.27 5.77 -6.34
C -2.08 5.76 -5.62
O 1.54 2.10 6.31
H -1.50 -3.82 0.36
H 2.49 0.29 -0.64
O 1.56 -1.66 -3.54
H 3.86 0.40 -2.97

---

4.
71
Properties=species:S:1:pos:R:3 method="wB97M-V/def2-TZVPD" total_charge=+1 homo_ev=-10.8156 orbital_gap_ev=6.886 fmax_ev_per_a=0.6
H 0.13 8.61 1.18
H 1.40 -0.14 1.16
C -2.50 2.28 2.13
H 0.82 6.07 -3.11
H -5.06 0.44 2.94
H 3.72 8.80 0.90
O -1.60 4.22 -0.17
H 0.37 -6.48 -2.17
C 2.36 7.19 0.72
H -3.50 0.67 4.87
O 0.63 -3.98 -2.10
C -2.32 2.06 3.64
C -0.13 7.57 1.00
N -0.79 -3.92 -0.37
H -1.76 -5.52 0.55
H -4.64 2.06 1.25
C -1.65 1.34 1.27
H 1.31 4.42 -2.74
H -3.06 1.33 -0.36
C 2.65 8.66 0.97
H 0.01 1.21 2.65
H 1.00 -8.78 -3.46
C -0.39 0.92 1.68
H -1.28 -6.38 -1.55
C 4.55 -9.27 -1.62
N -0.60 4.94 -2.05
C 0.41 0.16 0.84
C -0.09 -4.60 -1.33
C -2.10 0.97 0.01
C -1.32 0.17 -0.82
N 3.23 -9.25 -1.02
N -4.17 0.91 2.89
H -1.44 5.47 -2.21
H 2.59 -7.99 -3.41
C -0.24 -6.09 -1.37
N 1.07 6.79 0.76
H 0.75 2.61 -1.39
O 0.99 -9.10 -0.99
H 5.17 -8.48 -1.21
C 0.59 3.35 -0.61
H 2.16 9.28 0.23
H -2.32 3.29 1.76
C 0.47 5.04 -3.03
H 3.16 -9.39 -0.03
C -0.06 -0.22 -0.41
C -0.62 4.20 -0.92
H 0.12 4.72 -4.01
H 0.38 2.84 0.32
H 0.96 5.80 0.59
H 0.56 -0.80 -1.08
H 5.04 -10.23 -1.45
H 2.31 8.96 1.96
H 2.47 -9.75 -3.64
H 0.08 -6.56 -0.44
H -0.67 7.20 1.88
C -3.90 1.78 1.99
H -2.70 -4.03 0.51
H -2.47 -0.14 3.64
C 2.03 -8.89 -3.13
H -1.34 -4.20 1.64
H -0.81 7.52 0.15
H 1.49 3.95 -0.50
H -2.85 2.84 4.20
C -3.06 0.75 3.88
H -0.63 -2.93 -0.41
H -1.69 -0.11 -1.80
C -1.69 -4.44 0.63
C 2.03 -9.09 -1.63
O 3.25 6.39 0.49
H -1.29 2.07 3.97
H 4.47 -9.12 -2.70

---

5.
69
Properties=species:S:1:pos:R:3 method="wB97M-V/def2-TZVPD" smiles="CCCCCCCCCCCCCCCC[C@H](C(=O)O)[C@](O)(CC(=O)O)C(=O)O" relative_energy_kcal_mol=2.0 homo_ev=-10.0769 orbital_gap_ev=10.619 fmax_ev_per_a=0.8
C -1.56 -1.96 -0.31
H -7.97 1.75 1.63
H 4.48 -2.85 0.59
C -3.73 -0.68 -0.06
H -7.89 3.15 -1.08
H -3.19 -1.94 -1.71
C 5.94 0.96 -0.15
H 5.42 2.61 1.12
H -7.85 -0.32 0.22
H -3.25 0.22 -0.47
H -8.32 5.23 0.22
H -1.08 -1.07 -0.72
H 4.33 2.40 -0.26
C 5.79 0.18 2.20
C -7.40 0.62 -0.12
O 5.40 4.45 -1.03
H -3.54 -2.81 -0.23
C 5.29 -0.09 0.79
H -9.66 4.10 0.40
C -7.76 3.15 0.01
C 6.14 3.41 -0.71
H -1.45 -4.09 -0.52
H 3.41 0.79 1.35
O 7.31 3.33 -1.00
H 3.53 -1.83 -1.43
C -8.15 1.78 0.55
H 3.53 -1.48 2.38
H -9.22 1.63 0.40
C -8.61 4.26 0.62
H 2.91 -3.44 1.08
H 0.92 -4.35 -0.79
H 5.66 -1.07 0.49
H 5.91 5.12 -1.51
H 3.41 0.05 -0.26
H 3.19 -3.55 -1.34
O 4.63 0.69 -2.17
H -7.53 0.68 -1.20
O 7.33 0.88 0.08
H -0.98 -3.20 -1.97
H -5.36 -0.65 -1.46
C -0.90 -3.22 -0.88
C 2.96 -2.58 -0.89
H 1.23 -1.32 -0.68
H 7.42 -0.15 -1.47
C 3.41 -2.62 0.57
H -6.71 3.35 0.22
C -5.23 -0.64 -0.38
C 0.57 -3.36 -0.47
H -5.70 -1.54 0.03
O 6.69 -0.17 -2.13
H 2.07 -1.19 1.44
H 7.73 1.72 -0.23
C -5.91 0.59 0.21
C 1.47 -2.30 -1.09
C 3.14 -1.34 1.36
C 5.37 2.37 0.06
H -5.78 0.60 1.29
H 0.64 -3.32 0.62
H -8.49 4.28 1.70
O 6.45 -0.86 2.69
C 3.75 -0.07 0.77
H 6.78 -0.67 3.58
H -3.59 -0.66 1.03
O 5.61 1.19 2.82
C -3.06 -1.92 -0.63
H 1.27 -2.26 -2.17
H -1.43 -1.95 0.78
C 5.67 0.49 -1.61
H -5.43 1.49 -0.19

---

6.
76
Properties=species:S:1:pos:R:3 method="wB97M-V/def2-TZVPD" relative_energy_kcal_mol=0.0 spin_multiplicity=3 homo_ev="-8.1679 / -8.0930" orbital_gap_ev="8.812 / 7.107" fmax_ev_per_a=2.1
C 0.75 -2.89 2.54
C 2.24 2.47 -3.59
O 0.73 0.83 2.78
H 1.02 -4.08 -3.88
N 0.92 1.31 -4.93
B -0.28 0.34 -5.22
C 0.62 -2.23 -2.75
H -2.73 -0.73 3.20
H 0.31 -3.90 0.65
H 0.72 3.26 3.81
N -1.42 1.24 -3.14
C 1.86 0.17 4.83
C 1.63 1.28 3.81
C 2.55 2.81 -4.92
Pd 0.18 0.77 -1.93
H -1.97 -0.21 -1.00
H -3.74 1.25 2.11
H -1.81 -1.81 -0.25
H -3.81 -1.67 2.13
N 0.07 -1.02 -4.50
H -2.07 -2.07 2.22
H -3.43 -1.16 -0.63
Si 0.20 -0.16 1.58
H 3.46 0.94 2.68
S 1.37 -0.06 -0.10
C 0.16 -4.04 1.73
C -2.42 -0.90 -0.27
H -4.62 0.26 0.91
C 2.94 1.75 3.20
H 2.42 0.57 5.68
H -4.42 2.32 -3.81
H 2.41 -2.46 1.21
H 2.45 -0.65 4.40
C -2.74 1.35 -4.92
H 0.67 -4.97 2.03
C -3.42 1.92 -3.84
C 1.70 2.05 -5.73
H 2.78 2.58 2.50
C 2.23 -2.72 2.26
C -2.80 -1.25 2.23
H 0.90 -0.21 5.20
H 1.02 4.25 -0.10
C 0.43 3.42 0.31
H 3.29 3.52 -5.24
H 0.74 3.22 1.35
H -0.91 -4.18 1.94
C 0.36 -2.26 -4.97
H 0.83 -2.40 -1.69
C -2.53 -0.24 1.11
C -3.66 0.77 1.12
H -2.64 2.18 -1.71
H 2.67 -1.95 2.90
N -1.53 0.95 -4.50
N 0.22 -1.02 -3.13
H 0.30 -2.48 -6.03
H 2.74 -3.67 2.49
H -0.61 -3.23 4.20
H 3.60 2.10 4.00
C 0.73 -3.05 -3.88
O 0.03 -1.68 2.18
H 1.54 2.81 5.32
H -0.04 2.10 4.93
C -2.56 1.85 -2.73
H -3.04 1.20 -5.95
N 1.26 1.55 -3.61
H 0.87 -2.35 4.66
C 0.92 2.43 4.51
H -3.52 1.55 0.36
H -0.65 3.63 0.27
H 2.64 2.81 -2.65
H 0.93 -4.10 4.31
H -0.45 0.18 -6.39
H 0.63 2.49 -0.30
H 1.61 2.00 -6.81
C 0.47 -3.15 4.01
O -1.33 0.51 1.43

---

What total energy values result from the calculations? In sequence: -60028.8831; -103666.7669; -111400.5472; -39098.7327; -37798.3095; -61437.3621 eV.